Model 1:
{
  "formula": "C3H11N4",
  "method": "wB97M-V/def2-TZVPD",
  "species": ["C", "N", "C", "N", "H", "H", "H", "H", "H", "H", "N", "C", "N", "H", "H", "H", "H", "H"],
  "coordinates": [[1.703, 1.198, -2.534], [0.479, 0.610, -1.941], [0.500, -0.688, -1.535], [-0.305, -1.126, -0.633], [1.497, 2.240, -2.754], [2.593, 1.097, -1.909], [1.886, 0.681, -3.476], [0.109, 1.256, -1.252], [0.972, -1.336, -2.279], [-0.436, -2.128, -0.712], [-0.238, 0.956, 2.108], [-1.136, 0.035, 1.863], [-1.265, -1.068, 2.551], [0.456, 0.839, 2.827], [-0.055, 1.646, 1.405], [-1.750, 0.165, 0.983], [-1.994, -1.721, 2.317], [-0.637, -1.360, 3.289]],
  "nbo_charge": [-0.42, -0.57, 0.30, -0.80, 0.22, 0.19, 0.22, 0.36, 0.17, 0.36, -0.71, 0.42, -0.70, 0.42, 0.43, 0.26, 0.44, 0.42],
  "gap_ev": 9.3572,
  "charge": 1,
  "multiplicity": 1,
  "mol_weight_g_mol": 103.1
}

Model 2:
{
  "formula": "C3H11N4",
  "method": "wB97M-V/def2-TZVPD",
  "species": ["C", "C", "C", "N", "N", "N", "N", "H", "H", "H", "H", "H", "H", "H", "H", "H", "H", "H"],
  "coordinates": [[-2.192, -0.263, -0.366], [1.899, -0.977, -0.455], [1.233, 1.370, 0.250], [-2.160, 1.055, -0.227], [-1.367, -1.123, 0.272], [0.893, 0.022, -0.315], [-0.277, -0.598, 0.931], [-3.022, -0.621, -0.902], [2.334, -0.851, -1.513], [2.825, -0.865, 0.313], [1.451, -1.954, -0.639], [0.504, 2.168, 0.010], [1.165, 1.150, 1.327], [2.242, 1.532, -0.153], [-2.818, 1.703, -0.617], [-1.725, -2.025, 0.376], [-1.345, 1.532, 0.254], [0.360, -1.255, 1.453]],
  "nbo_charge": [0.38, -0.49, -0.44, -0.71, -0.36, -0.24, -0.41, 0.23, 0.25, 0.20, 0.24, 0.20, 0.22, 0.24, 0.44, 0.42, 0.44, 0.40],
  "gap_ev": 9.1391,
  "charge": 1,
  "multiplicity": 1,
  "mol_weight_g_mol": 103.1
}

The winner here is model 1, beating the second structure by 90.0 kcal/mol.

Model 1:
{
  "formula": "C5H8O4",
  "method": "wB97M-V/def2-TZVPD",
  "species": ["C", "C", "C", "C", "C", "O", "O", "O", "O", "H", "H", "H", "H", "H", "H", "H", "H"],
  "coordinates": [[-1.399, -2.079, 0.748], [-0.835, -1.408, -0.487], [-0.684, -0.138, -0.484], [0.097, 1.522, 0.775], [1.580, 1.268, 0.234], [-0.897, 0.624, 0.662], [-0.242, 0.631, -1.544], [-0.021, 2.469, 1.510], [2.128, 2.070, -0.754], [-2.489, -2.152, 0.537], [-1.012, -1.607, 1.682], [-0.604, -1.989, -1.308], [1.786, 0.216, 0.055], [2.185, 1.615, 1.181], [-0.083, 0.035, -2.267], [-0.906, -3.050, 0.868], [1.396, 1.976, -1.406]],
  "nbo_charge": [-0.64, -0.33, 0.56, 0.74, -0.17, -0.47, -0.71, -0.53, -0.68, 0.23, 0.24, 0.21, 0.17, 0.21, 0.50, 0.22, 0.47],
  "gap_ev": 9.8765,
  "smiles": "C/C=C(/O)OC(=O)CO",
  "multiplicity": 1,
  "mol_weight_g_mol": 132.1
}

Model 2:
{
  "formula": "C5H8O4",
  "method": "wB97M-V/def2-TZVPD",
  "species": ["O", "C", "C", "C", "O", "C", "C", "O", "H", "H", "H", "H", "H", "H", "O", "H", "H"],
  "coordinates": [[-1.085, 3.699, 1.988], [-1.551, 2.593, 2.116], [-2.833, 2.044, 1.520], [-2.833, 0.590, 1.929], [-2.072, -0.272, 1.054], [-1.145, -0.601, 2.116], [-1.748, 0.475, 3.014], [-1.029, 1.706, 2.987], [-3.680, 2.586, 1.963], [-2.856, 2.199, 0.436], [-3.819, 0.167, 2.152], [-1.306, -1.623, 2.483], [-0.098, -0.456, 1.819], [-2.009, 0.225, 4.045], [0.490, 2.739, -0.732], [-0.095, 3.426, -0.354], [-0.077, 1.989, -0.985]],
  "nbo_charge": [-0.57, 0.80, -0.56, 0.08, -0.53, -0.08, 0.04, -0.47, 0.25, 0.26, 0.20, 0.18, 0.20, 0.20, -0.95, 0.48, 0.47],
  "gap_ev": 11.0931,
  "smiles": "O=C1C[C@H]2OC[C@H]2O1.O",
  "multiplicity": 1,
  "mol_weight_g_mol": 132.1
}

The winner here is model 2, beating the second structure by 29.5 kcal/mol.

Model 1:
{
  "formula": "C5H10NOS",
  "method": "wB97M-V/def2-TZVPD",
  "species": ["C", "C", "C", "C", "C", "N", "O", "S", "H", "H", "H", "H", "H", "H", "H", "H", "H", "H"],
  "coordinates": [[1.563, -0.965, 0.140], [1.728, 0.449, 0.029], [2.898, -1.704, -0.019], [-2.367, 0.826, -0.241], [0.008, 1.273, 0.292], [-0.972, 0.433, -0.362], [0.536, -1.604, 0.096], [2.996, 1.413, -0.325], [3.727, -0.958, -0.393], [2.931, -2.575, -0.632], [3.219, -2.177, 0.899], [-2.607, 1.414, 0.590], [-2.682, 1.597, -0.919], [-3.130, 0.073, -0.346], [0.250, 2.296, -0.068], [-0.322, 1.278, 1.351], [-0.701, -0.451, 0.081], [-0.655, 0.202, -1.360]],
  "nbo_charge": [0.48, -0.24, -0.74, -0.46, -0.26, -0.55, -0.52, 0.36, 0.24, 0.27, 0.27, 0.24, 0.24, 0.26, 0.25, 0.23, 0.47, 0.44],
  "gap_ev": 7.2736,
  "charge": 1,
  "multiplicity": 1,
  "mol_weight_g_mol": 132.2
}

Model 2:
{
  "formula": "C5H10NOS",
  "method": "wB97M-V/def2-TZVPD",
  "species": ["C", "C", "C", "C", "C", "N", "O", "S", "H", "H", "H", "H", "H", "H", "H", "H", "H", "H"],
  "coordinates": [[0.496, 2.840, 1.118], [0.049, -1.502, 0.709], [1.428, -0.845, 0.226], [-0.933, -0.600, -0.043], [-1.433, -1.008, -1.415], [0.619, 1.625, 1.212], [0.749, 1.388, -1.455], [0.437, 0.659, -0.261], [0.292, 3.310, 0.234], [0.934, 3.528, 1.848], [-0.085, -2.469, 0.400], [-0.071, -1.422, 1.825], [2.188, -0.574, 1.035], [1.668, -1.139, -0.839], [-1.691, -0.220, 0.521], [-2.564, -1.165, -1.508], [-1.017, -2.042, -1.380], [-1.065, -0.363, -2.227]],
  "nbo_charge": [0.05, -0.43, -0.55, -0.31, -0.66, -0.58, -0.82, 1.80, 0.18, 0.23, 0.25, 0.26, 0.30, 0.27, 0.25, 0.27, 0.23, 0.26],
  "gap_ev": 11.0965,
  "charge": 1,
  "multiplicity": 1,
  "mol_weight_g_mol": 132.2
}

Model 3:
{
  "formula": "C5H10NOS",
  "method": "wB97M-V/def2-TZVPD",
  "species": ["C", "C", "C", "C", "C", "N", "O", "S", "H", "H", "H", "H", "H", "H", "H", "H", "H", "H"],
  "coordinates": [[4.232, -0.044, -1.662], [0.456, 0.703, -0.813], [-0.975, -1.472, 0.217], [-0.831, 0.615, 1.411], [-0.055, -0.198, 0.303], [3.341, -0.321, -0.987], [1.044, -1.718, 2.158], [1.306, -0.439, 1.509], [5.058, 0.241, -2.240], [1.212, 1.237, -0.451], [0.765, 0.107, -1.571], [-0.435, 1.249, -1.126], [-0.981, -1.722, -0.809], [-1.997, -1.231, 0.455], [-0.624, -2.156, 0.943], [-1.244, 1.576, 1.064], [-1.619, 0.131, 1.793], [-0.349, 1.028, 2.228]],
  "nbo_charge": [0.18, -0.60, -0.61, -0.66, -0.18, -0.41, -0.65, 1.49, 0.25, 0.22, 0.24, 0.24, 0.24, 0.24, 0.25, 0.28, 0.25, 0.24],
  "gap_ev": 8.5897,
  "charge": 1,
  "multiplicity": 1,
  "mol_weight_g_mol": 132.2
}

The winner here is model 1, beating the second structure by 17.1 kcal/mol.

Model 1:
{
  "formula": "C3H10N2O",
  "method": "wB97M-V/def2-TZVPD",
  "species": ["C", "C", "N", "H", "H", "H", "H", "H", "H", "N", "C", "O", "H", "H", "H", "H"],
  "coordinates": [[1.819, -2.180, 2.390], [2.425, -0.839, 0.626], [1.429, -1.294, 1.263], [2.480, -2.965, 1.973], [2.261, -1.645, 3.257], [0.884, -2.694, 2.627], [3.478, -0.939, 0.870], [2.231, -0.420, -0.350], [-4.600, 3.156, 2.871], [-4.340, 3.080, 1.891], [0.174, 0.011, -3.276], [-0.706, 0.755, -3.554], [-3.468, 3.629, 1.806], [-4.586, 2.456, 1.129], [0.848, -0.439, -4.103], [0.409, -0.602, -2.395]],
  "nbo_charge": [-0.47, -0.03, -0.26, 0.22, 0.23, 0.23, 0.19, 0.19, 0.42, -0.56, 0.29, -0.47, 0.40, 0.44, 0.09, 0.10],
  "gap_ev": [8.9556, 1.9450],
  "charge": 1,
  "multiplicity": 2,
  "s_squared": 0.758,
  "mol_weight_g_mol": 90.1
}

Model 2:
{
  "formula": "C3H10N2O",
  "method": "wB97M-V/def2-TZVPD",
  "species": ["O", "C", "C", "H", "H", "H", "H", "N", "C", "N", "H", "H", "H", "H", "H", "H"],
  "coordinates": [[5.076, 2.456, -0.239], [4.031, 3.098, -0.385], [4.092, 4.591, -0.617], [3.172, 2.550, -0.388], [3.428, 4.942, -1.503], [5.141, 4.978, -0.962], [4.017, 5.143, 0.310], [-5.009, -3.863, -0.001], [-4.292, -2.830, 0.543], [-2.838, -2.846, 0.687], [-4.988, -3.885, -0.925], [-5.329, -4.709, 0.361], [-4.505, -1.839, 0.019], [-4.619, -2.554, 1.574], [-2.580, -3.211, 1.501], [-2.395, -3.262, -0.116]],
  "nbo_charge": [-0.51, 0.41, -0.74, 0.12, 0.23, 0.25, 0.25, -0.46, -0.17, -0.43, 0.38, 0.42, 0.23, 0.25, 0.38, 0.39],
  "gap_ev": [7.7871, 1.9669],
  "charge": 1,
  "multiplicity": 2,
  "s_squared": 0.761,
  "mol_weight_g_mol": 90.1
}

The winner here is model 2, beating the second structure by 32.1 kcal/mol.

Model 1:
{
  "formula": "C5H7NS2",
  "method": "wB97M-V/def2-TZVPD",
  "species": ["C", "C", "C", "C", "C", "H", "H", "H", "H", "H", "H", "H", "N", "S", "S"],
  "coordinates": [[-0.558, -1.603, 0.649], [-0.962, 0.521, -1.272], [0.399, 1.133, -0.771], [0.954, 0.148, 0.222], [-0.106, -0.301, 1.166], [-1.804, 1.059, -0.814], [-1.076, 0.580, -2.347], [0.191, 2.095, -0.283], [1.111, 1.277, -1.580], [1.483, -0.653, -0.236], [1.786, -0.504, 1.964], [-0.934, 0.405, 1.334], [1.148, 0.220, 1.675], [-0.349, -3.090, 1.246], [-1.282, -1.288, -0.953]],
  "nbo_charge": [-0.28, -0.52, -0.42, -0.05, -0.19, 0.22, 0.23, 0.23, 0.22, 0.20, 0.37, 0.22, -0.54, 0.03, 0.29],
  "gap_ev": 8.6924,
  "smiles": "S=C1SCC[C@H]2N[C@H]12",
  "multiplicity": 1,
  "mol_weight_g_mol": 145.3
}

Model 2:
{
  "formula": "C5H7NS2",
  "method": "wB97M-V/def2-TZVPD",
  "species": ["C", "C", "C", "C", "C", "N", "S", "S", "H", "H", "H", "H", "H", "H", "H"],
  "coordinates": [[1.361, 0.364, 0.682], [0.946, -0.896, 0.639], [-1.672, -1.526, 0.225], [1.014, 1.214, -0.492], [0.128, -1.261, -0.512], [-2.446, -0.550, -0.186], [-1.929, -2.781, 1.185], [0.107, 0.113, -1.644], [1.939, 0.800, 1.479], [1.121, -1.626, 1.412], [0.380, 2.063, -0.226], [1.899, 1.589, -1.010], [0.292, -2.218, -0.989], [-2.078, 0.118, -0.859], [-3.424, -0.522, 0.062]],
  "nbo_charge": [-0.19, -0.21, 0.10, -0.54, -0.39, -0.80, -0.13, 0.21, 0.22, 0.24, 0.23, 0.23, 0.24, 0.41, 0.40],
  "gap_ev": 8.3419,
  "multiplicity": 1,
  "mol_weight_g_mol": 145.3
}

The winner here is model 2, beating the second structure by 26.7 kcal/mol.